[1]
ORCA calculation (wB97M-V/def2-TZVPD) on 2 unconnected molecules or ions with the total composition C3H4N2S2.

Results
Energy relative to the best compared isomer or geometry (same formula, charge and spin) = 356.8 kJ/mol
Gap between HOMO and LUMO = 8.55 eV
SMILES = NC1=CS1.N=C=S
Charge = 0
LUMO energy = 0.4 eV
HOMO level = -0.30035 Eh

XYZ file:
```
11
Properties=species:S:1:pos:R:3:forces:R:3:nbo_charge:R:1
C -0.924 1.088 -0.065 -0.08 -2.01 -3.03 -0.33
C -1.079 -0.001 -0.735 1.07 0.83 -0.31 0.15
C 1.819 0.205 1.608 1.54 -0.70 0.15 0.19
N 2.234 0.062 0.497 -1.53 1.38 -2.32 -0.66
N -1.424 -1.256 -0.950 -1.05 -2.89 -2.67 -0.80
S 1.768 0.162 3.174 -0.79 0.27 0.88 -0.05
S 0.171 1.004 -1.598 -0.58 0.27 -0.05 0.04
H -0.800 1.628 0.767 0.07 1.74 2.81 0.24
H 1.743 0.532 -0.396 0.86 -1.20 1.47 0.39
H -2.096 -1.705 -0.328 0.37 0.35 -0.24 0.41
H -1.412 -1.719 -1.972 0.12 1.94 3.30 0.43
```
Positions in Å, forces in eV/Å.

=====

[2]
ORCA calculation (wB97M-V/def2-TZVPD) on a molecular structure, C5H5NO.

Results
Energy relative to the best compared isomer or geometry (same formula, charge and spin) = 551.3 kJ/mol
Gap between HOMO and LUMO = 10.49 eV
Charge = 0
LUMO energy = 0.7 eV
HOMO level = -0.35903 Eh

XYZ file:
```
12
Properties=species:S:1:pos:R:3:forces:R:3:nbo_charge:R:1
O 0.377 -1.441 -0.705 0.09 -0.25 0.05 -0.71
C 1.169 -0.287 -0.436 0.23 0.11 -0.03 -0.04
C 0.005 0.729 -0.515 0.03 0.07 -0.05 -0.42
C -0.936 -0.342 -0.048 -0.61 -0.53 0.83 0.26
C -1.512 -1.124 0.774 0.28 0.71 -0.59 -0.49
C 0.054 1.922 0.332 0.03 0.80 0.62 0.28
N 0.115 2.858 1.008 -0.06 -0.95 -0.69 -0.28
H -0.391 -1.800 0.246 0.22 0.05 -0.23 0.49
H 1.630 -0.301 0.560 -0.09 0.00 -0.13 0.19
H 1.932 -0.140 -1.204 -0.14 -0.01 0.11 0.20
H -0.182 1.008 -1.556 0.01 -0.03 0.15 0.27
H -2.261 -1.082 1.543 0.01 0.04 -0.03 0.26
```
Positions in Å, forces in eV/Å.

=====

[3]
ORCA calculation (wB97M-V/def2-TZVPD) on a single C4H10N2 molecule.

Results
Energy relative to the best compared isomer or geometry (same formula, charge and spin) = 318.9 kJ/mol
Gap between HOMO and LUMO = 9.41 eV
SMILES = [H]/N=C(\CC)CN
Charge = 0
LUMO energy = 1.0 eV
HOMO level = -0.31062 Eh

XYZ file:
```
16
Properties=species:S:1:pos:R:3:forces:R:3:nbo_charge:R:1
C -0.885 -0.988 -0.483 -2.60 2.29 -2.46 -0.31
C 1.212 0.891 -0.460 -1.44 0.57 -0.68 -0.50
C 1.692 -0.226 0.411 -2.34 -2.25 0.36 -0.63
C -0.357 0.821 -0.519 2.44 -2.81 2.51 0.37
N -1.997 -1.099 0.412 0.07 -0.08 0.20 -0.82
N -1.147 1.614 0.024 -0.89 -0.57 0.24 -0.70
H -0.769 2.404 0.553 0.18 0.17 -0.99 0.36
H -1.690 -1.156 1.377 -0.03 0.05 -0.04 0.35
H -2.595 -0.281 0.335 0.14 -0.10 0.06 0.38
H -0.340 -1.927 -0.497 0.86 0.52 0.50 0.22
H -1.266 -1.025 -1.507 -0.41 0.05 -0.04 0.19
H 1.480 1.868 -0.058 0.12 0.12 -0.29 0.21
H 1.573 0.778 -1.483 0.21 0.16 0.01 0.22
H 1.701 0.031 1.469 0.41 0.21 0.00 0.21
H 2.621 -0.681 0.072 -0.05 -0.02 0.22 0.22
H 0.767 -1.022 0.353 3.31 1.70 0.41 0.23
```
Positions in Å, forces in eV/Å.

=====

[4]
ORCA calculation (wB97M-V/def2-TZVPD) on a molecular structure, C3F9O13PS3V.

Results
Gap between HOMO and LUMO (alpha / beta) = 2.27 / 3.17 eV
Multiplicity = 4
Charge = -4
LUMO energy (alpha / beta) = 8.6 / 8.6 eV
HOMO level (alpha / beta) = 0.23267 / 0.19905 Eh

XYZ file:
```
30
Properties=species:S:1:pos:R:3:forces:R:3:lowdin_spin:R:1
V -0.410 -1.138 0.220 -0.07 -1.06 0.30 2.77
P -0.723 -3.333 1.125 0.15 1.35 1.38 0.02
O -1.000 -2.036 1.961 -1.17 0.77 1.96 0.02
O -1.550 -2.935 -0.114 -0.93 -1.10 -1.73 0.01
O -0.943 -4.635 1.875 0.08 -0.37 -0.60 0.00
O 0.703 -2.890 0.691 1.88 -1.17 -0.83 0.02
C -2.703 2.306 1.210 0.32 -1.45 -2.41 0.00
F -2.767 1.730 2.382 -0.10 0.05 0.80 0.00
F -3.509 3.380 1.179 -0.46 0.62 0.42 0.00
F -1.468 2.723 0.963 0.22 0.58 0.35 0.00
S -3.182 1.104 -0.187 -0.78 -2.13 0.74 0.01
O -3.348 1.908 -1.378 0.39 0.70 -0.09 0.00
O -2.098 0.122 -0.234 -1.19 1.72 -0.06 0.04
O -4.464 0.557 0.291 0.86 0.65 -0.05 0.00
C 2.185 2.590 1.430 -1.29 -2.04 -0.93 0.00
F 1.345 3.565 1.035 0.67 0.40 0.15 0.00
F 2.885 2.173 0.343 -0.29 0.49 0.45 0.00
F 3.071 3.039 2.305 0.45 0.95 0.49 0.00
S 1.191 1.170 2.167 -1.13 -2.38 -0.70 0.01
O 0.418 1.743 3.246 0.07 1.00 -0.17 0.00
O 0.375 0.684 1.024 1.79 1.66 1.65 0.04
O 2.209 0.257 2.636 0.42 0.55 -0.39 0.00
C 2.215 -2.262 -3.144 -1.25 1.27 1.63 0.00
F 2.746 -2.263 -4.370 0.38 -0.38 -0.69 0.00
F 1.441 -3.331 -2.989 0.26 -0.25 -0.36 0.00
F 3.216 -2.345 -2.252 0.23 -0.11 -0.34 0.00
S 1.189 -0.683 -2.866 -1.31 -0.15 -0.21 0.01
O 1.982 0.346 -3.515 0.92 0.13 0.54 0.00
O -0.030 -0.923 -3.617 0.27 -0.52 0.13 0.00
O 1.023 -0.620 -1.417 0.64 0.21 -1.40 0.04
```
Positions in Å, forces in eV/Å.

=====

[5]
ORCA calculation (wB97M-V/def2-TZVPD) on a molecular structure, C16H15FeN4O5.

Results
Energy relative to the best compared isomer or geometry (same formula, charge and spin) = 25.7 kJ/mol
Gap between HOMO and LUMO (alpha / beta) = 8.65 / 8.16 eV
Multiplicity = 6
Charge = 0
LUMO energy (alpha / beta) = 0.2 / -0.7 eV
HOMO level (alpha / beta) = -0.31010 / -0.32664 Eh

XYZ file:
```
41
Properties=species:S:1:pos:R:3:forces:R:3:lowdin_spin:R:1
Fe 1.383 -0.387 0.746 -0.46 0.53 0.47 4.09
C 3.460 0.133 -0.268 0.16 0.19 -0.08 0.10
C 3.691 -0.387 1.015 0.27 0.02 0.16 0.08
C 3.161 0.524 1.961 0.09 -0.10 -0.04 0.11
C 2.663 1.643 1.249 0.14 0.17 0.02 0.09
C 2.857 1.414 -0.115 0.08 -0.15 -0.01 0.12
H 3.735 -0.336 -1.200 -0.05 -0.03 0.02 0.00
H 4.168 -1.326 1.239 -0.15 -0.04 -0.01 0.00
H 3.193 0.417 3.034 -0.08 -0.04 -0.01 0.01
H 2.219 2.517 1.697 -0.08 -0.04 0.01 0.00
H 2.574 2.077 -0.916 -0.05 -0.01 -0.02 0.00
O -2.132 1.472 1.624 0.06 -0.04 0.03 0.01
C -1.223 0.658 1.717 0.20 0.23 0.06 0.01
O 0.034 0.911 1.886 -0.07 0.25 -0.31 0.07
C -1.496 -0.814 1.543 0.07 -0.10 0.03 0.01
C -2.717 -1.457 1.577 -0.06 -0.09 0.00 0.00
C -2.731 -2.833 1.350 -0.01 0.04 0.01 0.00
C -1.549 -3.515 1.094 0.00 -0.03 0.06 0.00
C -0.376 -2.781 1.065 -0.13 0.07 -0.03 0.01
N -0.382 -1.482 1.288 -0.18 0.04 -0.11 0.06
C 1.014 -3.279 0.766 0.19 -0.10 0.00 0.01
O 1.240 -4.465 0.668 0.00 0.06 -0.06 0.03
O 1.873 -2.305 0.679 0.16 -0.35 -0.24 0.12
H -3.617 -0.893 1.779 0.01 0.00 -0.02 0.00
H -3.671 -3.370 1.369 0.01 0.00 0.01 0.00
H -1.513 -4.580 0.913 -0.02 0.01 -0.01 0.00
C -1.991 2.761 -2.592 -0.04 -0.02 0.07 0.00
N -1.202 1.626 -2.167 0.02 0.02 -0.09 0.00
C -1.353 0.273 -2.657 -0.02 0.07 -0.01 0.00
C -0.362 -0.478 -1.776 0.09 -0.02 0.04 0.00
O -0.140 -1.661 -1.812 0.00 0.03 -0.04 0.00
N 0.222 0.429 -0.901 -0.28 -0.25 -0.14 0.06
C -0.350 1.622 -1.134 0.07 -0.33 -0.15 0.01
N -0.078 2.722 -0.428 -0.01 -0.10 0.40 0.00
H -2.402 2.548 -3.576 0.00 0.01 -0.01 0.00
H -1.364 3.649 -2.676 0.00 0.00 -0.02 0.00
H -2.816 2.962 -1.904 -0.01 -0.01 -0.01 0.00
H -1.098 0.178 -3.714 0.02 -0.02 0.01 0.00
H -2.360 -0.114 -2.492 -0.01 0.00 -0.01 0.00
H 0.221 2.487 0.522 0.04 0.06 -0.01 0.00
H -0.783 3.441 -0.454 0.01 0.05 0.02 0.00
```
Positions in Å, forces in eV/Å.

=====

[6]
ORCA calculation (wB97M-V/def2-TZVPD) on a molecular structure, C32H42N4OTb.

Results
Energy relative to the best compared isomer or geometry (same formula, charge and spin) = 0.0 kJ/mol
Gap between HOMO and LUMO (alpha / beta) = 4.99 / 4.10 eV
Multiplicity = 7
Charge = -1
LUMO energy (alpha / beta) = 2.6 / 2.6 eV
HOMO level (alpha / beta) = -0.08726 / -0.05520 Eh

XYZ file:
```
80
Properties=species:S:1:pos:R:3:forces:R:3:lowdin_spin:R:1
Tb -0.243 0.082 0.142 -0.44 1.21 0.76 4.91
N -2.107 -1.376 0.391 -1.32 -0.75 0.89 -0.03
N -0.615 -2.312 -1.824 0.06 1.44 -1.15 0.04
C 2.193 1.193 -0.600 -0.15 -0.40 0.62 0.02
C 2.361 -0.140 -0.123 0.12 0.94 0.58 0.01
C 1.995 -0.167 1.261 0.58 1.32 -0.44 0.01
C 1.880 -1.441 2.021 -0.10 -0.45 0.32 0.00
H 1.717 -2.282 1.338 -0.12 0.07 -0.09 0.00
H 1.022 -1.439 2.712 0.37 0.26 -0.28 0.00
H 2.799 -1.719 2.557 -0.09 0.19 0.12 0.00
C 1.606 1.174 1.632 0.76 -0.52 -0.76 0.01
C 1.208 1.702 2.965 -0.45 -0.03 0.56 0.00
H 2.005 2.290 3.456 -0.14 -0.04 -0.27 0.00
H 0.889 0.895 3.652 0.22 0.24 -0.44 0.00
H 0.315 2.339 2.860 0.24 0.04 0.12 0.00
C 1.662 1.985 0.458 0.66 -0.82 0.31 0.02
C 1.269 3.429 0.380 -0.10 0.12 -0.03 0.01
H 0.368 3.616 0.981 0.25 0.04 -0.04 0.00
H 1.013 3.702 -0.650 0.10 0.03 0.06 0.00
H 2.056 4.117 0.728 -0.14 -0.11 -0.04 0.00
C 2.832 -1.326 -0.895 0.05 -0.22 -0.14 0.00
H 3.895 -1.544 -0.687 -0.26 -0.06 -0.18 0.00
H 2.702 -1.174 -1.973 0.15 -0.03 0.08 0.00
H 2.246 -2.221 -0.638 0.18 0.13 -0.06 0.00
C 2.615 1.705 -1.929 0.02 0.21 -0.57 0.00
H 1.838 2.292 -2.429 -0.05 0.03 0.02 0.00
H 2.868 0.889 -2.606 0.04 -0.01 0.03 0.00
H 3.502 2.355 -1.875 -0.08 -0.10 0.10 0.00
C -2.444 -0.764 1.731 0.66 0.56 -1.80 0.03
H -3.231 0.013 1.632 0.00 -0.19 -0.52 0.00
C -3.017 -1.757 2.675 0.30 -0.53 0.34 0.26
H -3.836 -1.425 3.302 0.14 -0.11 0.35 0.02
C -2.553 -3.046 2.668 -0.60 0.23 0.00 0.01
H -2.888 -3.761 3.435 0.22 0.21 -0.41 0.00
C -1.761 -3.457 1.589 0.76 -0.77 0.25 0.26
H -1.281 -4.427 1.600 0.00 -0.10 -0.04 0.01
C -1.571 -2.620 0.456 -0.02 1.99 -1.10 0.03
C -0.725 -3.010 -0.627 -0.72 -0.90 1.37 0.23
H -0.347 -4.009 -0.634 0.25 -0.45 -0.20 0.01
C -0.676 -0.921 -1.930 0.19 -2.18 -2.26 0.04
C -0.400 -2.902 -3.092 -0.07 0.18 1.42 0.01
H -0.336 -3.968 -3.208 0.01 -0.06 -0.05 0.00
C -0.323 -1.898 -3.969 -0.25 0.70 -0.72 0.02
H -0.218 -1.878 -5.036 0.07 -0.22 -0.14 0.00
N -0.518 -0.711 -3.284 0.13 -0.75 0.51 0.01
C -0.665 0.576 -3.858 0.32 0.24 -0.31 0.00
C 0.350 1.143 -4.647 -0.27 0.28 0.32 0.00
C 0.177 2.459 -5.084 -0.48 0.25 -0.15 0.00
H 0.972 2.948 -5.660 -0.27 -0.26 0.17 0.00
C -0.991 3.178 -4.809 0.18 -0.50 0.26 0.00
C -1.193 4.574 -5.316 0.03 0.14 0.05 0.00
H -1.071 5.306 -4.512 0.03 -0.01 -0.04 0.00
H -2.204 4.695 -5.711 0.07 0.02 -0.04 0.00
H -0.477 4.809 -6.102 -0.02 0.07 -0.03 0.00
C -1.986 2.569 -4.038 0.16 0.13 -0.28 0.00
H -2.903 3.123 -3.805 0.32 -0.23 -0.12 0.00
C -1.852 1.263 -3.579 0.15 0.37 -0.26 0.00
C -2.989 0.624 -2.862 -0.78 -0.04 0.66 0.00
H -3.504 -0.132 -3.477 0.28 0.13 0.07 0.00
H -3.735 1.392 -2.609 0.16 -0.23 -0.09 0.00
H -2.690 0.128 -1.927 -0.15 0.11 -0.28 0.00
C 1.621 0.434 -5.016 0.68 -0.13 -0.23 0.00
H 1.551 -0.074 -5.995 -0.15 0.10 0.33 0.00
H 1.938 -0.315 -4.280 -0.21 0.17 -0.12 0.00
H 2.444 1.165 -5.120 -0.39 -0.28 0.12 0.00
C -0.242 -1.705 6.731 0.06 -0.67 0.04 0.00
N 0.278 -1.352 5.388 -0.87 0.01 1.72 0.00
C 1.544 -2.034 5.010 -0.54 0.42 0.14 0.00
C -0.263 -0.423 4.694 1.68 0.49 -2.02 0.00
C -1.515 0.285 4.969 -0.62 -0.56 0.40 0.00
O -1.252 -0.108 2.057 -1.02 -0.12 1.35 0.03
H 0.354 -2.559 7.068 -0.45 0.10 0.40 0.00
H -1.306 -1.980 6.676 0.39 0.08 0.04 0.00
H -0.117 -0.861 7.423 -0.03 -0.24 -0.16 0.00
H 1.328 -2.787 4.249 0.13 0.09 0.11 0.00
H 2.245 -1.296 4.617 -0.16 -0.22 0.09 0.00
H 1.944 -2.523 5.896 0.16 0.05 -0.03 0.00
H -1.914 0.693 4.029 0.40 -0.14 0.15 0.00
H -2.269 -0.428 5.340 -0.26 0.32 0.39 0.00
H -1.374 1.136 5.649 0.05 -0.27 0.24 0.00
```
Positions in Å, forces in eV/Å.

=====

[7]
ORCA calculation (wB97M-V/def2-TZVPD) on a gas-phase ion, C2H3O2 (charge +1).

Results
Energy relative to the best compared isomer or geometry (same formula, charge and spin) = 505.4 kJ/mol
Gap between HOMO and LUMO = 10.74 eV
Charge = +1
LUMO energy = -6.9 eV
HOMO level = -0.64988 Eh

XYZ file:
```
7
Properties=species:S:1:pos:R:3:forces:R:3:nbo_charge:R:1
C -0.152 0.802 -0.751 3.56 0.07 -5.86 0.48
C 0.687 -0.330 0.142 -0.94 -2.76 -0.63 0.32
O 0.181 -1.664 0.276 -0.50 5.40 -0.13 -0.59
O -0.540 0.777 0.332 -6.61 2.94 2.49 -0.33
H -0.589 -1.256 0.805 0.59 -2.71 -0.20 0.50
H -0.307 1.479 -1.889 0.29 -2.23 3.52 0.38
H 0.720 0.193 1.085 3.61 -0.71 0.81 0.25
```
Positions in Å, forces in eV/Å.